# C40H55N8O3P3PbS

C40H55N8O3P3PbS as an isolated structure (ωB97M-V/def2-TZVPD, OMol25).

XYZ file:
```
111
C40H55N8O3P3PbS | OMol25 | ωB97M-V/def2-TZVPD
Pb 0.74151 -0.33326 -0.54978
C -1.80314 2.84235 3.47739
C -2.12327 1.40531 3.89088
P -1.01429 0.28344 2.95409
C -1.74828 -1.36977 3.18983
C -2.51497 -1.95715 2.18664
C -3.22423 -3.12338 2.45442
C -3.15705 -3.70996 3.71146
C -2.35966 -3.14402 4.70088
C -1.65433 -1.97777 4.44609
C 0.56468 0.23326 3.84295
C 1.54382 -0.63169 3.34708
C 2.71882 -0.84209 4.04784
C 2.93340 -0.18529 5.25494
C 1.98077 0.69776 5.73922
C 0.80084 0.91188 5.03694
P -1.42557 2.81924 1.68229
C -2.92277 2.28653 0.82817
C -2.69791 1.52640 -0.41354
C -3.83353 0.83567 -1.06529
C -5.16873 1.03999 -0.48657
C -5.30767 1.72670 0.65197
C -4.16545 2.31786 1.34405
C -1.00693 4.49869 1.20302
C 0.06441 5.12438 1.84999
C 0.32327 6.46164 1.60647
C -0.46348 7.16759 0.70106
C -1.50882 6.53833 0.03584
C -1.77452 5.19792 0.26677
H -0.89305 3.20170 3.96274
H -2.60019 3.55095 3.71029
H -2.03464 1.23897 4.96524
H -3.13740 1.13203 3.59829
H -2.57798 -1.50381 1.20404
H -3.85590 -3.55744 1.68822
H -3.73176 -4.60063 3.92949
H -2.30091 -3.60125 5.67974
H -1.04781 -1.53902 5.22900
H 1.36534 -1.15533 2.41134
H 3.46699 -1.52671 3.66862
H 3.83842 -0.36508 5.81909
H 2.14357 1.20977 6.67801
H 0.07002 1.59325 5.45215
H -1.81121 1.73858 -1.00003
H -3.74502 0.55379 -2.10509
H -6.02458 0.67513 -1.03766
H -6.29321 1.90133 1.06290
H -4.36526 2.85669 2.26309
H 0.67586 4.57920 2.56043
H 1.13139 6.95957 2.12487
H -0.26257 8.21465 0.51826
H -2.12419 7.09716 -0.65625
H -2.59771 4.71578 -0.24446
C 5.29450 -0.64740 -4.19256
N 3.93639 -1.08209 -3.83643
C 3.15947 -1.76442 -4.87086
C 3.38489 -0.82922 -2.64555
N 2.10493 -0.98876 -2.38838
N 4.28292 -0.42010 -1.67279
C 4.11022 0.21486 -0.45505
N 5.26767 0.57533 0.12462
N 2.94350 0.43453 0.06361
H 6.05638 -1.34275 -3.83137
H 5.49262 0.35783 -3.82286
H 5.37176 -0.61130 -5.27500
H 3.84458 -2.17715 -5.60525
H 2.47953 -1.08248 -5.38661
H 2.59572 -2.59567 -4.44664
H 1.59763 -1.25893 -3.22180
H 5.24602 -0.59287 -1.91663
H 6.16654 0.44581 -0.30970
H 5.26753 1.04881 1.01275
H 3.00199 0.97787 0.91773
C 2.07628 -6.39955 0.86441
N 0.76185 -5.95466 1.36590
C -0.35062 -6.46766 0.54906
N -0.14933 -5.88708 -0.76427
C 1.14778 -6.29458 -1.31349
N 2.24328 -5.83674 -0.46196
C 2.38996 -4.39427 -0.46750
P 0.86649 -3.47975 0.15599
C 0.67485 -4.56607 1.70025
C -0.39453 -4.46623 -0.83944
H 2.09087 -7.48692 0.81362
H 2.86769 -6.06357 1.53232
H -1.30604 -6.16620 0.97406
H -0.29790 -7.55308 0.49564
H 1.26477 -5.87358 -2.31055
H 1.17506 -7.38147 -1.38252
H 2.58141 -4.05586 -1.48806
H 3.24679 -4.10786 0.14565
H -0.29244 -4.34716 2.15702
H 1.46700 -4.29426 2.40180
H -0.33718 -4.13214 -1.87770
H -1.39476 -4.23300 -0.47126
O 0.40635 2.13359 -1.10009
S 0.27667 3.17183 -2.22571
C 1.37240 2.59863 -3.57546
C 2.60433 3.50870 -3.60284
C 2.79597 4.00090 -2.17116
C 1.41730 4.50178 -1.76753
H 0.80409 2.59460 -4.50418
H 1.61594 1.57345 -3.29365
H 2.42381 4.35777 -4.26250
H 3.47795 2.98052 -3.98534
H 3.54860 4.78401 -2.09363
H 3.08289 3.17419 -1.51364
H 1.11845 5.37313 -2.35535
H 1.27631 4.71532 -0.70902
O -1.89838 -0.68928 -0.95962
O -2.85834 0.06277 -0.22355
```

Computed properties:
* ΔE to the lowest compared entry with this formula, charge and spin: 0.0 kcal per mole
* gap between HOMO and LUMO (alpha / beta): 6.0 / 4.6 eV
* E_tot: -3834.586814 Eh
* multiplicity: 1
* total charge: +4


# C16H14BF5N6STi

C16H14BF5N6STi as an isolated structure at a distorted geometry (ωB97M-V/def2-TZVPD, OMol25).

XYZ file:
```
44
C16H14BF5N6STi | OMol25 | ωB97M-V/def2-TZVPD
H 0.87711 3.41683 0.24759
N 0.66623 1.81366 -1.12259
B 0.22450 0.36634 -3.20086
N 0.61820 1.72184 -2.51128
C 0.79019 2.95182 -3.02338
Ti 0.45905 0.09278 -0.24469
H 0.79453 3.07183 -4.09757
C 0.96390 3.87288 -1.97963
H 1.14864 4.93391 -2.06222
C 0.86608 3.13341 -0.80060
H 0.18587 0.47741 -4.41214
C -1.86503 -1.94652 1.91845
H -1.33677 -2.87510 2.26861
H -1.12405 -1.16473 1.55453
H -2.46269 -2.22309 1.02999
N -1.19285 -0.04979 -2.69850
N 1.23671 -0.78864 -2.81110
N -1.45677 -0.17426 -1.33310
N 1.49411 -1.05487 -1.46912
C -2.33548 -0.21542 -3.39226
C 1.96212 -1.63389 -3.57377
H -2.35491 -0.18429 -4.47213
H 1.90942 -1.56537 -4.65737
C -3.36586 -0.49210 -2.49730
C 2.67722 -2.51521 -2.73731
C -2.77477 -0.48836 -1.21917
C 2.32980 -2.15789 -1.42536
H -4.39345 -0.68773 -2.72981
H 3.34990 -3.29918 -3.05937
H -3.26873 -0.69670 -0.28030
H 2.61915 -2.61549 -0.48167
H -2.44584 -1.50466 2.75425
F -0.69439 0.03315 6.87288
C -0.09747 0.14587 5.67418
C -0.30559 1.29983 4.92271
F -1.01307 2.32592 5.44538
C 0.18940 1.34624 3.62617
F 0.02342 2.47915 2.90608
C 0.92660 0.27501 3.09223
S 1.83837 0.31950 1.58827
C 1.10125 -0.86265 3.88957
F 1.83459 -1.88307 3.40065
C 0.61612 -0.94137 5.18078
F 0.78523 -2.05703 5.92032
```

Computed properties:
* ΔE to the lowest compared entry with this formula, charge and spin: 4.6 kcal per mole
* gap between HOMO and LUMO (alpha / beta): 6.4 / 8.7 eV
* E_tot: -2718.529572 Eh
* multiplicity: 3
* total charge: 0
* ⟨S²⟩: 2.01


# H22O11

A 11-piece molecular cluster, H22O11 overall (ωB97M-V/def2-TZVPD, OMol25).

XYZ file:
```
33
H22O11 | OMol25 | ωB97M-V/def2-TZVPD
O -10.58708 -12.28161 33.37319
H -10.57509 -12.74086 32.53344
H -10.97649 -12.90772 33.98359
O -8.46688 -11.70932 24.15658
H -8.90831 -12.47058 23.77993
H -8.77144 -11.67970 25.06355
O -9.43842 -9.20961 27.89421
H -9.95969 -9.04311 28.67957
H -9.68745 -8.51157 27.28844
O -6.87207 -3.99555 29.79115
H -7.56688 -3.97019 30.44905
H -6.89547 -4.89025 29.45176
O -6.36881 -7.29468 23.13218
H -6.86678 -6.79767 22.48316
H -6.72564 -8.18140 23.08086
O -13.36114 -13.44556 28.54387
H -12.44740 -13.61100 28.31161
H -13.77544 -14.30805 28.51737
O -12.53044 -9.75549 22.15295
H -11.66876 -9.56293 22.52263
H -12.59791 -9.18155 21.38989
O -10.43629 -5.48468 24.98989
H -9.73754 -4.86259 24.78746
H -11.20255 -5.14327 24.52888
O -10.85954 -4.65251 32.23398
H -11.25122 -3.95732 32.76269
H -11.44234 -4.73745 31.47942
O -13.54546 -5.53304 28.61956
H -13.10206 -5.66928 27.78227
H -14.32367 -5.02140 28.39854
O -3.91307 -8.64358 26.88749
H -4.34233 -8.40957 26.06456
H -4.30964 -9.47855 27.13605
```

Computed properties:
* ΔE to the lowest compared entry with this formula, charge and spin: 62.7 kcal per mole
* gap between HOMO and LUMO: 11.2 eV
* E_tot: -840.780262 Eh
* multiplicity: 1
* total charge: 0


# C4H7NO3

An isolated ion of composition C4H7NO3 and charge -2 at a distorted geometry (ωB97M-V/def2-TZVPD, OMol25).

XYZ file:
```
15
C4H7NO3 | OMol25 | ωB97M-V/def2-TZVPD
C 0.71802 0.06508 -0.17327
C 0.53520 -1.43142 0.33401
C 0.85463 -2.50430 -0.96654
O 0.88578 -3.76825 -0.58738
N 0.10739 1.12426 0.79911
C -0.93015 2.17431 0.32765
O -1.71150 2.42658 1.19485
O -0.78910 2.51884 -0.86070
H 0.30645 0.19282 -1.16856
H 1.80725 0.10537 -0.12212
H -0.25773 -1.88187 0.84069
H 1.33234 -1.55386 1.04856
H 0.15641 -2.27468 -1.67934
H 1.85918 -2.39085 -1.28221
H -0.10322 0.69386 1.66393
```

Computed properties:
* ΔE to the lowest compared entry with this formula, charge and spin: 37.0 kcal per mole
* gap between HOMO and LUMO: 6.1 eV
* E_tot: -436.998610 Eh
* multiplicity: 1
* total charge: -2


# C3H8F2O2P

An isolated ion of composition C3H8F2O2P and charge +1 at a distorted geometry (ωB97M-V/def2-TZVPD, OMol25).

XYZ file:
```
16
C3H8F2O2P | OMol25 | ωB97M-V/def2-TZVPD
C 2.09116 1.37825 0.24875
C -2.43790 -1.70729 -0.10143
C 1.76554 -0.10761 0.00847
O -2.27532 -0.30160 0.03503
O 0.57518 -0.56257 0.54312
F -1.09052 1.63947 0.69490
F -0.91380 0.71933 -1.62618
P -0.93390 0.35171 -0.06472
H 2.72087 1.83376 -0.44103
H 1.18317 2.00474 0.22731
H 2.59266 1.59030 1.24614
H -2.16650 -1.99423 0.98933
H -1.80653 -1.99989 -0.82008
H -3.46358 -1.94898 -0.37685
H 2.48987 -0.66735 0.47610
H 1.66961 -0.22803 -1.03884
```

Computed properties:
* ΔE to the lowest compared entry with this formula, charge and spin: 54.0 kcal per mole
* gap between HOMO and LUMO: 10.8 eV
* E_tot: -810.409007 Eh
* multiplicity: 1
* total charge: +1


# C7H7NO

C7H7NO as an isolated structure at a distorted geometry (ωB97M-V/def2-TZVPD, OMol25).

XYZ file:
```
16
C7H7NO | OMol25 | ωB97M-V/def2-TZVPD
C -0.48505 -1.47490 -1.59483
C 0.14460 -0.74150 -0.20576
C 1.18822 0.11892 -0.89837
C -0.81162 0.39676 0.37520
C -1.26707 0.90684 1.34097
C -1.83959 1.21508 2.58354
C -2.56008 1.49448 3.59390
H -1.84438 -1.55346 -1.02554
H -0.29576 -0.68431 -2.71817
H -0.13103 -2.97282 -1.91046
H 0.46702 -1.47088 0.58568
H 0.84986 1.09291 -1.39199
H 4.20075 0.58322 -0.58438
H -3.36470 2.43936 3.97752
N 2.49613 -0.15630 -0.73381
O 3.25268 0.80659 -1.39350
```

Computed properties:
* ΔE to the lowest compared entry with this formula, charge and spin: 307.7 kcal per mole
* gap between HOMO and LUMO: 8.8 eV
* E_tot: -400.420370 Eh
* multiplicity: 1
* total charge: 0


# C30H43F3NO9PS6

A 4-piece molecular cluster, C30H43F3NO9PS6 overall at a distorted geometry (ωB97M-V/def2-TZVPD, OMol25).

XYZ file:
```
93
C30H43F3NO9PS6 | OMol25 | ωB97M-V/def2-TZVPD
O -0.08004 2.78200 6.30685
C -1.07137 2.46581 5.33309
C -0.74501 3.35588 4.04715
C 0.29228 2.51986 3.20858
C -0.28188 1.52562 2.29992
C 0.53963 0.63874 1.46322
C 1.98963 0.75835 1.57125
C 2.56142 1.76664 2.45834
C 1.74670 2.67090 3.28348
C 2.39477 3.75500 4.21443
C 1.97446 5.23539 3.83757
C 3.08460 6.05712 3.06477
S 2.23952 7.23831 1.89381
S 3.01998 -0.37615 0.57261
C 1.89885 -1.80498 0.38801
C 0.46141 -1.56211 0.44769
C -0.43738 -2.72386 0.33726
C 0.01876 -4.08902 0.13939
C 1.45588 -4.32029 0.04125
C 2.37721 -3.17744 0.18079
P 4.18648 -3.57146 0.03666
O 4.33668 -5.25059 0.14068
O 5.10268 -2.94725 1.27570
S 4.86934 -3.10313 -1.72102
N -0.18900 -0.27679 0.60609
C -2.53961 2.68244 5.83820
F -3.43825 2.34607 4.84234
F -2.76106 1.75408 6.84992
F -2.77643 3.95743 6.25641
H -0.48439 2.61727 7.18080
H -1.02283 1.39776 4.97134
H -0.37949 4.37192 4.31954
H -1.67215 3.42054 3.42267
H -1.39387 1.42457 2.23341
H 3.66762 1.89948 2.56207
H 3.51450 3.69808 4.12201
H 2.03541 3.55954 5.25747
H 1.67197 5.81878 4.75447
H 1.07315 5.19580 3.16931
H 3.76688 5.39686 2.47307
H 3.67658 6.69433 3.76878
H 1.18380 6.51842 1.37917
H -1.54353 -2.56717 0.40612
H -0.74979 -4.89252 0.04205
H 1.81092 -5.35810 -0.14409
H 3.67553 -5.59812 0.77587
H 4.55432 -3.02502 2.08214
H -0.29876 0.15354 -0.31971
C 8.96723 -3.40398 -4.75923
C 9.21763 -2.30432 -5.79628
C 7.85591 -1.71901 -6.18209
S 6.79098 -1.94657 -4.75684
O 5.74109 -2.86857 -5.11147
O 6.51601 -0.66366 -4.15941
C 7.98896 -2.80992 -3.75225
H 9.89194 -3.72434 -4.27747
H 8.51987 -4.27529 -5.24609
H 9.84248 -1.52308 -5.35433
H 9.74364 -2.68713 -6.67230
H 7.92408 -0.65735 -6.41431
H 7.41327 -2.25496 -7.02172
H 7.48859 -3.56082 -3.14315
H 8.47989 -2.07396 -3.11373
C -6.14390 -3.34658 -1.88681
C -6.96420 -2.88919 -0.67703
C -6.08583 -3.06194 0.56536
S -4.39086 -2.89881 0.00509
O -3.72248 -4.16604 0.18558
O -3.83912 -1.66197 0.50869
C -4.77292 -2.69955 -1.72661
H -6.61470 -3.05831 -2.82737
H -6.04711 -4.43608 -1.87665
H -7.23037 -1.83508 -0.79591
H -7.89367 -3.45235 -0.58293
H -6.29229 -2.29923 1.31491
H -6.20172 -4.05347 1.00304
H -4.00241 -3.17067 -2.33446
H -4.81577 -1.62977 -1.93666
C -6.45762 3.37027 -2.35545
C -6.26783 2.51601 -1.09780
C -6.29198 1.04777 -1.53236
S -5.70611 1.01772 -3.22737
O -6.78737 0.58760 -4.07952
O -4.40279 0.39924 -3.26872
C -5.51490 2.78469 -3.40056
H -6.24149 4.42230 -2.16663
H -7.49262 3.29420 -2.70067
H -5.30163 2.74900 -0.64201
H -7.03809 2.71803 -0.35235
H -5.63751 0.43327 -0.91331
H -7.30447 0.64304 -1.51905
H -5.75983 3.08562 -4.41771
H -4.47610 3.03070 -3.17501
```

Computed properties:
* ΔE to the lowest compared entry with this formula, charge and spin: 72.3 kcal per mole
* gap between HOMO and LUMO: 8.2 eV
* E_tot: -4930.914414 Eh
* multiplicity: 1
* total charge: 0


# C2H2O2S2

The molecule C2H2O2S2 at a distorted geometry (ωB97M-V/def2-TZVPD, OMol25).

XYZ file:
```
8
C2H2O2S2 | OMol25 | ωB97M-V/def2-TZVPD
C -1.97600 -1.10884 -0.39289
C -1.23520 -0.29368 0.16275
O 1.18120 1.59398 -0.87056
O -0.28275 0.61425 0.94110
S 1.80907 -1.10587 -0.25643
S 1.19472 0.64968 0.18667
H -2.59080 -1.69078 -0.91273
H 1.89977 1.34127 1.14209
```

Computed properties:
* ΔE to the lowest compared entry with this formula, charge and spin: 119.9 kcal per mole
* gap between HOMO and LUMO: 10.0 eV
* E_tot: -1024.071585 Eh
* multiplicity: 1
* total charge: 0